1.
Computed, not measured: C17H19FN6O4 in the gas phase in a non-equilibrium geometry, with the ωB97M-V functional and the def2-TZVPD basis.

Calculated values
- Energy above the lowest of the compared OMol25 structures with the same formula, charge and spin: 290.2 kJ/mol
- Charge: 0
- 2S+1: 1
- Gap between HOMO and LUMO: 8.3251 eV
- Calculated total energy: -37779.1763 eV
- Largest force on an atom: 6.49 eV/Å
- SMILES string: CN(C)c1ccc([C@@H](C[N+](=O)[O-])c2c(N)n(C)c(=O)n(C)c2=O)c(F)c1C#N
- Highest occupied orbital energy: -8.4 eV

Geometry (Å):
C1 4.416 -3.074 1.965
N1 3.125 -2.418 2.205
C2 2.397 -2.868 3.413
C3 2.612 -1.380 1.470
C4 2.375 -0.209 2.120
C5 1.632 0.809 1.499
C6 1.150 0.684 0.147
C7 0.122 1.741 -0.401
C8 0.768 2.150 -1.724
N2 1.114 3.522 -1.922
O1 0.237 4.112 -2.401
O2 2.291 3.797 -1.633
C9 -1.291 1.106 -0.535
C10 -1.850 0.217 -1.519
N3 -1.110 -0.188 -2.631
N4 -3.185 -0.255 -1.479
C11 -3.829 -1.024 -2.557
C12 -4.042 0.550 -0.720
O3 -5.280 0.571 -1.012
N5 -3.661 1.446 0.278
C13 -4.570 2.327 1.051
C14 -2.284 1.516 0.400
O4 -1.879 1.975 1.461
C15 1.592 -0.440 -0.574
F1 1.301 -0.704 -1.832
C16 2.335 -1.490 0.099
C17 3.010 -2.470 -0.749
N6 3.378 -3.328 -1.467
H1 4.850 -3.508 2.955
H2 5.195 -2.437 1.610
H3 4.384 -3.842 1.162
H4 2.812 -2.232 4.206
H5 1.297 -2.827 3.337
H6 2.701 -3.882 3.675
H7 2.756 -0.046 3.172
H8 1.448 1.702 2.013
H9 0.191 2.596 0.199
H10 1.625 1.581 -1.856
H11 0.145 1.929 -2.568
H12 -0.183 0.111 -2.503
H13 -1.574 0.145 -3.514
H14 -4.411 -0.283 -3.184
H15 -4.551 -1.772 -2.171
H16 -3.103 -1.538 -3.169
H17 -5.402 2.576 0.564
H18 -4.097 3.315 1.245
H19 -4.956 1.737 1.873

Atom charges from the Mulliken analysis, given in e for atoms 1 to 4:
1. C -1.11
2. N 0.26
3. C -1.14
4. C -0.14

***

2.
Computed, not measured: 2 unconnected molecules or ions with the total composition C17H19N in a non-equilibrium geometry, with the ωB97M-V functional and the def2-TZVPD basis.

Calculated values
- Energy above the lowest of the compared OMol25 structures with the same formula, charge and spin: 58.8 kJ/mol
- Charge: 0
- 2S+1: 1
- Gap between HOMO and LUMO: 8.6699 eV
- Calculated total energy: -19427.2941 eV
- Largest force on an atom: 1.53 eV/Å
- SMILES string: CCc1c[nH]c2ccccc12.Cc1ccccc1
- Highest occupied orbital energy: -7.8 eV

Geometry (Å):
C1 0.050 2.265 -2.780
C2 0.345 0.979 -1.984
C3 -0.531 0.950 -0.767
C4 -1.710 0.316 -0.598
N1 -2.025 0.217 0.757
C5 -1.112 0.984 1.447
C6 -1.110 1.354 2.791
C7 -0.237 2.360 3.154
C8 0.584 2.996 2.209
C9 0.737 2.464 0.947
C10 -0.170 1.478 0.536
H1 -0.780 2.192 -3.490
H2 0.861 2.485 -3.480
H3 -0.170 3.114 -2.136
H4 0.259 0.108 -2.629
H5 1.386 0.986 -1.669
H6 -2.388 -0.189 -1.272
H7 -2.982 0.121 1.071
H8 -1.743 0.930 3.563
H9 -0.220 2.680 4.186
H10 1.208 3.801 2.565
H11 1.455 2.795 0.210
C11 0.431 -2.060 1.746
C12 0.565 -2.228 0.253
C13 1.739 -1.748 -0.344
C14 1.983 -2.043 -1.679
C15 1.027 -2.651 -2.475
C16 -0.194 -2.966 -1.909
C17 -0.433 -2.754 -0.551
H12 -0.353 -2.670 2.193
H13 0.153 -1.041 1.968
H14 1.382 -2.299 2.226
H15 2.588 -1.413 0.233
H16 2.981 -1.837 -2.028
H17 1.245 -2.964 -3.489
H18 -0.942 -3.511 -2.472
H19 -1.318 -3.153 -0.077

Atom charges from the Mulliken analysis, given in e for atoms 1 to 4:
1. C -1.42
2. C -0.52
3. C 0.47
4. C -0.86

***

3.
Computed, not measured: 2 unconnected molecules or ions with the total composition C17H19N in a non-equilibrium geometry, with the ωB97M-V functional and the def2-TZVPD basis.

Calculated values
- Energy above the lowest of the compared OMol25 structures with the same formula, charge and spin: 78.3 kJ/mol
- Charge: 0
- 2S+1: 1
- Gap between HOMO and LUMO: 8.5541 eV
- Calculated total energy: -19427.0919 eV
- Largest force on an atom: 1.60 eV/Å
- SMILES string: CCc1c[nH]c2ccccc12.Cc1ccccc1
- Highest occupied orbital energy: -7.7 eV

Geometry (Å):
C1 -0.089 2.338 -2.655
C2 0.189 1.107 -1.765
C3 -0.709 0.978 -0.566
C4 -1.746 0.131 -0.332
N1 -2.216 0.331 0.961
C5 -1.307 1.137 1.626
C6 -1.163 1.385 2.982
C7 -0.195 2.266 3.392
C8 0.637 2.858 2.420
C9 0.506 2.657 1.050
C10 -0.405 1.658 0.653
H1 -0.939 2.156 -3.314
H2 0.778 2.389 -3.320
H3 -0.299 3.241 -2.084
H4 0.250 0.282 -2.477
H5 1.230 1.146 -1.416
H6 -2.366 -0.492 -0.954
H7 -3.034 -0.098 1.381
H8 -1.856 0.979 3.716
H9 -0.098 2.619 4.408
H10 1.490 3.408 2.797
H11 1.075 3.148 0.275
C11 0.469 -1.907 1.682
C12 0.589 -2.119 0.206
C13 1.674 -1.649 -0.536
C14 1.826 -2.074 -1.846
C15 0.871 -2.870 -2.469
C16 -0.243 -3.291 -1.743
C17 -0.408 -2.851 -0.435
H12 -0.467 -2.203 2.166
H13 0.561 -0.873 2.023
H14 1.249 -2.464 2.216
H15 2.432 -1.053 -0.047
H16 2.683 -1.708 -2.390
H17 1.043 -3.168 -3.495
H18 -0.810 -4.071 -2.237
H19 -1.204 -3.324 0.127

Atom charges from the Mulliken analysis, given in e for atoms 1 to 4:
1. C -1.41
2. C -0.65
3. C 0.97
4. C -1.31

***

4.
Computed, not measured: 2 unconnected molecules or ions with the total composition C17H19N in a non-equilibrium geometry, with the ωB97M-V functional and the def2-TZVPD basis.

Calculated values
- Energy above the lowest of the compared OMol25 structures with the same formula, charge and spin: 359.1 kJ/mol
- Charge: 0
- 2S+1: 1
- Gap between HOMO and LUMO: 8.5298 eV
- Calculated total energy: -19424.1807 eV
- Largest force on an atom: 6.38 eV/Å
- SMILES string: CCc1c[nH]c2ccccc12.Cc1ccccc1
- Highest occupied orbital energy: -7.8 eV

Geometry (Å):
C1 -1.391 -2.305 2.973
C2 -1.359 -0.918 2.419
C3 0.043 -0.506 2.034
C4 1.114 -1.360 1.847
N1 2.281 -0.576 1.528
C5 2.005 0.703 1.457
C6 2.697 1.897 1.244
C7 1.981 3.128 1.326
C8 0.647 3.128 1.864
C9 -0.131 2.056 2.067
C10 0.558 0.803 1.917
H1 -1.164 -2.199 4.070
H2 -0.772 -3.012 2.658
H3 -2.334 -2.908 3.015
H4 -2.040 -0.924 1.452
H5 -2.023 -0.181 2.924
H6 1.164 -2.470 1.809
H7 3.237 -0.949 1.190
H8 3.687 2.008 0.858
H9 2.604 3.972 1.010
H10 0.168 4.195 1.671
H11 -1.094 1.860 2.262
C11 1.499 -1.073 -3.137
C12 -0.024 -0.643 -3.023
C13 -0.420 0.521 -3.795
C14 -1.833 0.884 -3.608
C15 -2.610 0.385 -2.638
C16 -2.135 -0.754 -1.872
C17 -0.907 -1.336 -2.181
H12 2.061 -1.230 -2.305
H13 2.004 -0.298 -3.680
H14 1.424 -2.033 -3.650
H15 0.273 1.211 -4.377
H16 -2.286 1.575 -4.347
H17 -3.589 0.827 -2.285
H18 -2.701 -1.221 -1.070
H19 -0.632 -2.259 -1.628

Atom charges from the Mulliken analysis, given in e for atoms 1 to 4:
1. C -1.49
2. C 0.20
3. C 0.67
4. C -0.93